Entry a
Computed, not measured: a cluster of 2 separate species, C4H14N in total, with the ωB97M-V functional and the def2-TZVPD basis.

* net charge: +1
* LUMO: -4.0632 eV
* E_HOMO: -14.53 eV

The geometry in XYZ format:
```
19
C4H14N, DFT the ωB97M-V functional and the def2-TZVPD basis
C 1.223 -0.006 1.313
C 0.572 1.247 1.723
N 2.453 0.106 0.291
H 1.723 -0.556 2.206
H 0.488 -0.828 0.883
H -0.484 1.204 2.074
H 0.449 1.913 0.778
H 3.304 0.816 0.555
H 2.888 -0.864 0.046
H 1.954 0.362 -0.634
H 0.898 1.854 2.573
C -2.902 -0.844 -1.332
C -1.422 -0.554 -1.854
H -3.327 0.125 -1.435
H -3.540 -1.342 -1.915
H -3.205 -1.176 -0.297
H -0.841 -1.493 -1.862
H -1.452 -0.053 -2.794
H -0.847 0.234 -1.321
```

Entry b
Computed, not measured: a cluster of 2 separate species, C4H14N in total, with the ωB97M-V functional and the def2-TZVPD basis.

* net charge: +1
* LUMO: -3.7864 eV
* E_HOMO: -14.13 eV

The geometry in XYZ format:
```
19
C4H14N, DFT the ωB97M-V functional and the def2-TZVPD basis
C 1.364 -2.605 0.282
C 2.921 -2.579 0.052
H 1.029 -3.270 1.116
H 0.694 -2.959 -0.445
H 0.947 -1.690 0.710
H 3.438 -2.653 1.008
H 3.235 -3.676 -0.457
H 3.368 -1.716 -0.495
C -1.326 0.858 -1.091
N -0.906 1.937 -0.084
C -2.093 2.437 0.759
H -0.545 0.850 -1.928
H -1.331 -0.113 -0.455
H -2.289 1.070 -1.409
H -0.310 2.731 -0.458
H -0.272 1.593 0.622
H -1.586 2.719 1.682
H -2.825 1.591 0.839
H -2.411 3.299 0.244
```

Consider the structures shown above. The most stable of them is entry b.